Entry 1:
Entry from the Open Molecules 2025 dataset: the molecule C5H7NO2 at a distorted geometry (ωB97M-V/def2-TZVPD).

Output
HOMO = -9.45 eV
total energy = -10880.592 eV
Kohn-Sham gap = 9.29 eV

The geometry in ORCA input format:
```
! RIJCOSX wB97M-V def2-TZVPD def2/J DEFGRID3
* xyz 0 1
C -0.15 -0.37 1.20
C -0.62 -1.52 0.39
C -0.29 -0.08 -1.49
C 0.54 1.01 -0.68
C 1.02 0.40 0.65
H -0.21 -2.66 0.71
H -1.82 -1.39 0.68
H -0.59 -1.92 -1.63
H 0.07 0.07 -2.58
H -1.42 0.32 -1.21
H 1.47 1.09 1.48
H 1.93 -0.26 0.35
N -0.14 -1.33 -0.99
O -0.95 0.06 2.20
O 0.76 2.12 -1.10
*
```

Entry 2:
Entry from the Open Molecules 2025 dataset: a structure of composition C31H7F15GeMgN2O6S at a distorted geometry (ωB97M-V/def2-TZVPD).

Output
HOMO = -3.27 eV
total energy = -161091.647 eV
Kohn-Sham gap = 6.80 eV

The geometry in ORCA input format:
```
! RIJCOSX wB97M-V def2-TZVPD def2/J DEFGRID3
* xyz -2 1
Mg 1.83 1.35 0.79
O 3.76 -1.29 -1.47
C 3.27 -0.64 -0.55
O 3.17 0.63 -0.41
C 2.71 -1.43 0.65
C 3.08 -2.74 0.89
C 2.59 -3.37 2.02
C 1.74 -2.66 2.87
C 1.41 -1.36 2.55
N 1.87 -0.76 1.46
H 3.75 -3.22 0.19
H 2.86 -4.39 2.24
H 1.34 -3.12 3.77
H 0.77 -0.76 3.19
O 2.19 8.32 1.11
C 3.13 7.59 0.74
O 4.31 7.86 0.43
C 2.79 6.09 0.67
C 2.91 5.40 -0.54
C 2.63 4.05 -0.59
N 2.27 3.36 0.50
C 2.16 4.01 1.67
C 2.40 5.36 1.79
C 1.79 3.12 2.86
O 1.48 3.63 3.93
O 1.87 1.85 2.61
H 3.23 5.93 -1.43
H 2.72 3.48 -1.51
H 2.27 5.84 2.75
F -1.23 -3.22 1.05
C -0.40 -3.28 0.00
C -0.22 -2.20 -0.85
C 0.70 -2.37 -1.88
F 0.92 -1.36 -2.73
C 1.37 -3.55 -2.10
F 2.21 -3.70 -3.12
C 1.14 -4.62 -1.25
F 1.76 -5.78 -1.45
C 0.26 -4.48 -0.20
F 0.07 -5.51 0.64
Ge -1.17 -0.45 -0.78
S -0.14 1.38 -0.86
C -2.40 -0.48 -2.40
C -2.43 -1.34 -3.48
F -1.69 -2.46 -3.50
C -3.24 -1.14 -4.58
F -3.23 -2.00 -5.61
C -4.08 -0.05 -4.62
F -4.85 0.16 -5.68
C -4.11 0.82 -3.55
F -4.96 1.86 -3.58
C -3.29 0.59 -2.47
F -3.40 1.44 -1.44
C -2.52 -0.75 0.68
C -3.66 -1.52 0.54
F -3.90 -2.20 -0.59
C -4.59 -1.67 1.54
F -5.70 -2.40 1.36
C -4.38 -1.06 2.76
F -5.26 -1.22 3.75
C -3.25 -0.30 2.96
F -3.03 0.26 4.15
C -2.35 -0.14 1.92
F -1.27 0.61 2.16
*
```

Entry 3:
Entry from the Open Molecules 2025 dataset: a structure of composition C27H37BCdF5N6SSb (ωB97M-V/def2-TZVPD).

Output
HOMO = -7.40 eV
total energy = -73742.304 eV
Kohn-Sham gap = 7.85 eV

The geometry in ORCA input format:
```
! RIJCOSX wB97M-V def2-TZVPD def2/J DEFGRID3
* xyz 0 1
Cd 0.74 0.75 0.81
C 3.50 2.59 -2.47
C 2.74 2.78 -1.31
N 2.22 1.63 -0.89
N 2.63 0.68 -1.77
C 3.40 1.24 -2.72
B 2.33 -0.83 -1.57
N 2.88 -1.28 -0.19
C 3.83 -2.19 0.08
C 4.08 -2.17 1.44
C 3.21 -1.19 1.94
N 2.50 -0.66 0.96
N 0.80 -1.09 -1.68
C 0.16 -1.83 -2.60
C -1.20 -1.72 -2.38
C -1.31 -0.86 -1.28
N -0.10 -0.48 -0.87
H 4.04 3.33 -3.04
H 2.56 3.70 -0.77
H 3.83 0.62 -3.50
H 2.89 -1.46 -2.43
H 4.27 -2.79 -0.71
H 4.77 -2.78 1.99
H 3.04 -0.87 2.96
H 0.71 -2.40 -3.33
H -2.00 -2.20 -2.93
H -2.19 -0.52 -0.76
F 2.06 -4.31 6.73
C 1.56 -3.40 5.90
C 1.29 -2.12 6.35
F 1.54 -1.81 7.62
C 0.78 -1.18 5.48
F 0.56 0.04 5.97
C 0.50 -1.46 4.14
S -0.17 -0.26 3.06
C 0.79 -2.76 3.73
F 0.57 -3.13 2.47
C 1.30 -3.72 4.58
F 1.56 -4.95 4.15
C -2.55 1.88 4.35
C -2.74 2.84 3.18
C -3.90 2.35 2.31
C -3.05 4.24 3.73
Sb -0.94 2.85 1.87
C -1.64 3.95 0.07
C -2.48 5.18 0.33
C -0.41 4.31 -0.77
C -2.43 2.91 -0.73
C 0.62 4.05 2.92
C 0.09 4.69 4.20
C 1.17 5.14 2.00
C 1.74 3.08 3.28
H -3.47 1.90 4.95
H -1.72 2.17 5.00
H -2.37 0.86 4.02
H -4.77 2.17 2.97
H -3.67 1.41 1.80
H -4.21 3.09 1.57
H -4.10 4.25 4.06
H -2.94 5.04 3.00
H -2.44 4.48 4.60
H -1.95 5.93 0.93
H -3.42 4.95 0.83
H -2.74 5.66 -0.63
H 0.13 5.17 -0.38
H -0.75 4.57 -1.79
H 0.28 3.47 -0.87
H -3.35 2.61 -0.25
H -1.83 2.01 -0.92
H -2.69 3.33 -1.71
H -0.65 5.46 3.99
H 0.93 5.18 4.72
H -0.34 3.96 4.88
H 0.41 5.87 1.70
H 1.62 4.71 1.10
H 1.97 5.68 2.53
H 1.41 2.28 3.94
H 2.55 3.64 3.77
H 2.18 2.62 2.39
*
```